Below is 20 unconnected molecules or ions with the total composition CH41O19S at a distorted geometry, with properties calculated with the ωB97M-V functional and the def2-TZVPD basis.

Each atom is followed by the atoms it is bonded to, with distances in Å.
Positions of all 62 atoms, in Å:
1 C 2.615 -3.644 1.928  S2 1.866, H3 1.080, H4 1.085, H5 1.082
2 S 1.301 -2.846 0.870  C1 1.866
3 H 2.782 -2.904 2.697  C1 1.080
4 H 2.118 -4.511 2.349  C1 1.085
5 H 3.510 -3.788 1.338  C1 1.082
6 H 0.982 1.070 2.793  O8 0.977
7 H 0.608 1.673 4.036  O8 0.965
8 O 0.581 0.793 3.640  H6 0.977, H7 0.965
9 H 1.929 1.420 -4.263  O11 0.981
10 H 0.678 2.206 -3.949  O11 0.972
11 O 1.598 2.343 -4.231  H9 0.981, H10 0.972
12 H -0.688 1.775 -1.192  O14 0.973
13 H -0.530 2.220 0.356  O14 0.984
14 O -0.338 2.447 -0.581  H12 0.973, H13 0.984
15 H -0.822 -0.569 -3.930  O17 0.979
16 H -1.434 -1.579 -2.939  O17 0.964
17 O -0.949 -1.526 -3.770  H15 0.979, H16 0.964
18 H -1.437 0.895 -2.714  O20 0.972
19 H -1.187 1.891 -3.899  O20 0.969
20 O -0.836 1.109 -3.447  H18 0.972, H19 0.969
21 H 2.083 -1.040 -3.255  O23 0.967
22 H 0.758 -0.789 -3.932  O23 0.980
23 O 1.705 -0.546 -3.995  H21 0.967, H22 0.980
24 H 2.133 1.604 -0.903  O26 0.969
25 H 2.029 0.299 -1.532  O26 0.967
26 O 2.526 0.722 -0.818  H24 0.969, H25 0.967
27 H 0.634 -2.285 4.181  O29 0.975
28 H -0.218 -3.003 3.374  O29 0.977
29 O 0.066 -3.067 4.306  H27 0.975, H28 0.977
30 H 1.310 5.413 0.404  O32 0.974
31 H 1.772 4.118 -0.107  O32 0.967
32 O 2.145 4.958 0.194  H30 0.974, H31 0.967
33 H -1.009 0.010 3.483  O35 0.988
34 H -2.218 -0.975 3.202  O35 0.973
35 O -1.945 -0.041 3.174  H33 0.988, H34 0.973
36 H -0.419 4.225 -3.136  O38 0.958
37 H -1.504 3.434 -2.259  O38 0.959
38 O -1.326 3.924 -3.064  H36 0.958, H37 0.959
39 H -2.527 0.235 -0.641  O41 1.001
40 H -3.312 1.527 -1.168  O41 0.958
41 O -2.511 1.011 -1.274  H39 1.001, H40 0.958
42 H -4.621 -0.613 1.887  O44 0.955
43 H -4.031 -0.614 3.407  O44 0.956
44 O -4.782 -0.518 2.823  H42 0.955, H43 0.956
45 H 2.474 -3.786 -1.973  O47 0.972
46 H 3.980 -3.555 -2.200  O47 0.963
47 O 3.117 -3.433 -2.610  H45 0.972, H46 0.963
48 H -2.176 1.442 1.712  O50 0.962
49 H -2.104 2.560 2.615  O50 0.967
50 O -1.773 2.315 1.740  H48 0.962, H49 0.967
51 H -2.297 -1.705 0.349  O53 1.019
52 H -2.418 -0.466 1.190  O53 0.973
53 O -2.897 -0.888 0.455  H51 1.019, H52 0.973
54 H 0.699 0.291 0.259  O56 0.966
55 H 0.531 -0.545 1.731  O56 0.976
56 O 0.236 0.130 1.091  H54 0.966, H55 0.976
57 H -0.802 -3.068 -0.434  O59 0.960
58 H -0.971 -3.328 1.103  O59 0.963
59 O -1.384 -2.949 0.320  H57 0.960, H58 0.963
60 H 2.820 -0.528 2.079  O62 0.968
61 H 2.794 0.620 1.094  O62 0.976
62 O 2.952 0.430 2.038  H60 0.968, H61 0.976

Calculated values
Energy relative to the best compared isomer or geometry (same formula, charge and spin)   0.0 kJ/mol
Largest force on an atom   0.04138 hartree/bohr
Charge   -1